Entry from the Open Molecules 2025 dataset: a structure of composition C25H40BFeO4 in a non-equilibrium geometry (ωB97M-V/def2-TZVPD).

Each line ends with the Löwdin spin population.
Geometry (Å):
O -4.572 2.250 -3.520  0.006
C -4.829 1.385 -4.671  0.032
C -5.763 2.407 -5.331  0.038
H -5.322 0.456 -4.352  0.010
H -3.908 1.176 -5.235  0.009
C -5.474 3.252 -4.060  0.001
H -6.796 2.072 -5.422  0.011
H -5.362 2.838 -6.251  0.010
C -6.677 3.433 -3.165  0.056
H -7.179 2.479 -2.977  0.010
H -7.385 4.119 -3.639  0.010
H -6.373 3.857 -2.203  0.013
C -4.786 4.566 -4.348  0.066
H -3.902 4.431 -4.978  0.012
H -4.490 5.053 -3.414  0.017
H -5.484 5.227 -4.871  0.011
Fe 2.026 0.743 1.712  2.562
C 3.758 1.524 1.254  0.058
C 3.740 0.091 0.992  0.037
C 2.640 -0.168 0.060  0.026
H 4.529 -0.592 1.278  0.009
C 2.067 1.095 -0.305  0.094
C 2.744 2.133 0.429  0.039
H 2.595 3.195 0.281  0.017
H 4.471 2.033 1.897  0.015
H 2.363 -1.131 -0.355  0.008
H 1.368 1.231 -1.118  0.012
C 1.810 0.753 3.746  0.067
C 1.483 2.010 3.177  0.011
C 0.433 1.806 2.181  0.027
H 1.897 2.976 3.491  0.015
C 0.154 0.406 2.111  0.028
C 1.029 -0.339 3.073  0.093
H 0.634 -1.224 3.573  0.033
H 2.478 0.561 4.578  0.015
H -0.087 2.589 1.634  0.015
H -0.672 -0.072 1.593  0.012
O -0.913 0.396 -0.468  0.010
C -1.491 1.605 -0.987  0.036
C -2.033 1.279 -2.369  0.017
H -0.701 2.371 -1.015  0.014
H -2.279 1.951 -0.296  0.016
C -2.196 -0.255 -2.377  0.026
H -1.292 1.570 -3.125  0.010
H -2.975 1.793 -2.550  0.001
C -1.159 -0.712 -1.360  0.026
H -2.022 -0.692 -3.362  0.008
H -3.207 -0.501 -2.027  0.008
H -0.198 -0.982 -1.835  0.007
H -1.499 -1.565 -0.760  0.014
C 4.147 -3.503 0.925  0.018
C 2.956 -3.471 1.855  -0.001
C 2.149 -4.733 1.650  0.037
O 2.039 -2.414 1.498  0.016
B 2.306 -1.344 2.356  0.085
O 3.276 -1.669 3.338  0.013
C 3.394 -3.103 3.341  0.000
C 2.441 -3.680 4.384  0.034
C 4.815 -3.403 3.785  0.020
H 4.668 -2.542 0.880  0.003
H 3.823 -3.745 -0.093  0.005
H 4.836 -4.278 1.282  0.004
H 1.934 -4.825 0.579  0.007
H 2.682 -5.634 1.986  0.006
H 1.195 -4.668 2.173  0.013
H 2.697 -4.721 4.615  0.006
H 2.508 -3.103 5.314  0.008
H 1.395 -3.650 4.058  0.012
H 5.563 -2.978 3.110  0.005
H 4.999 -2.931 4.760  0.005
H 4.986 -4.482 3.890  0.005

Calculated values
Energy relative to the best compared isomer or geometry (same formula, charge and spin) (eV): 1.2759
Frontier orbital gap (spin up / spin down) (eV): 1.32 / 8.16
Lowest unoccupied orbital energy (spin up / spin down) (hartree): 0.0867 / 0.0978
Total charge: -1
Expectation value of S²: 6.08
Multiplicity: 5
HOMO level (spin up / spin down) (eV): 1.0 / -5.5

Entry from the Open Molecules 2025 dataset: a structure of composition C6H6O (ωB97M-V/def2-TZVPD).

Each line ends with the Mulliken charge.
Geometry (Å):
C 2.463 1.252 -0.079  0.048
C 1.390 0.703 -0.097  -1.178
C 0.122 0.037 -0.133  0.791
C -1.218 0.741 -0.023  -0.657
C -0.859 -0.307 0.967  -0.039
O -1.112 -1.603 0.450  -0.417
C -0.127 -1.398 -0.585  -0.386
H 3.414 1.737 -0.052  0.433
H -1.992 0.535 -0.759  0.193
H -1.148 1.769 0.321  0.319
H -0.797 -0.179 2.043  0.354
H 0.740 -2.048 -0.427  0.307
H -0.539 -1.541 -1.591  0.233

Calculated values
Energy relative to the best compared isomer or geometry (same formula, charge and spin) (eV): 3.9277
Frontier orbital gap (eV): 10.29
Lowest unoccupied orbital energy (hartree): 0.0385
Total charge: 0
HOMO level (eV): -9.2

Entry from the Open Molecules 2025 dataset: a cluster of 6 separate species, C53H55N2O23Si in total in a non-equilibrium geometry (ωB97M-V/def2-TZVPD).

Each line ends with the Mulliken charge.
Geometry (Å):
C -3.597 3.710 -6.140  -1.016
C -3.246 2.772 -4.963  0.649
O -2.290 2.051 -5.016  -0.478
O -4.129 2.845 -3.882  -0.332
C -3.863 1.888 -2.904  0.517
O -4.003 0.726 -3.154  -0.523
C -3.441 2.439 -1.533  -0.655
C -3.156 1.328 -0.528  0.474
C -3.899 0.195 -0.323  -0.580
N -3.278 -0.553 0.676  0.043
C -2.211 0.160 1.022  -0.335
N -2.062 1.303 0.383  0.109
C -1.015 2.327 0.528  -0.339
C -0.816 2.804 1.997  -0.911
C -0.151 1.734 2.934  -0.821
C 1.271 2.165 3.454  -0.297
C 2.292 1.823 2.324  0.094
C 3.666 2.568 2.397  -0.288
C 4.116 3.038 3.806  -0.725
C 4.304 1.914 4.886  -0.496
Si 5.346 0.421 4.350  -0.031
C 4.517 -0.744 3.096  -0.799
C 5.623 -0.628 5.934  -1.191
C 7.070 0.848 3.692  0.724
C 8.198 0.902 4.551  -0.325
C 9.474 1.183 4.007  -0.654
C 9.631 1.397 2.633  -0.419
C 8.529 1.373 1.755  -0.666
C 7.262 1.093 2.305  0.230
H -3.394 4.751 -5.824  0.306
H -4.668 3.574 -6.382  0.308
H -2.967 3.416 -6.989  0.314
H -4.137 3.200 -1.139  0.402
H -2.475 2.961 -1.702  0.249
H -4.806 -0.034 -0.885  0.465
H -3.585 -1.445 1.046  0.274
H -1.572 -0.273 1.795  0.525
H -0.062 2.016 0.061  0.264
H -1.336 3.221 -0.039  0.322
H -0.249 3.746 2.066  0.412
H -1.840 2.994 2.388  0.454
H -0.809 1.379 3.747  0.510
H 0.050 0.843 2.296  0.214
H 1.468 1.489 4.308  0.084
H 1.283 3.217 3.781  0.270
H 2.368 0.724 2.261  0.058
H 1.814 2.148 1.370  -0.068
H 4.434 1.976 1.861  -0.361
H 3.546 3.491 1.786  0.494
H 3.341 3.731 4.201  0.414
H 5.022 3.668 3.699  0.380
H 4.853 2.382 5.735  0.341
H 3.363 1.528 5.323  0.264
H 5.024 -1.724 3.184  0.428
H 4.701 -0.382 2.067  0.228
H 3.445 -0.816 3.350  0.226
H 4.654 -0.648 6.465  0.299
H 5.959 -1.620 5.586  0.306
H 6.382 -0.147 6.574  0.293
H 8.135 0.728 5.630  0.186
H 10.353 1.197 4.664  0.369
H 10.625 1.590 2.207  0.356
H 8.619 1.525 0.675  0.268
H 6.422 1.073 1.598  0.071
C -7.239 -2.635 -4.921  -1.024
C -7.681 -3.672 -4.197  0.333
C -6.962 -4.131 -2.967  0.831
O -7.417 -5.068 -2.334  -0.683
C -5.743 -3.434 -2.586  -0.730
C -5.297 -2.401 -3.307  0.684
C -6.030 -1.922 -4.524  0.743
O -5.594 -0.967 -5.138  -0.570
O -4.176 -1.748 -2.973  -0.577
O -8.781 -4.349 -4.532  -0.605
H -7.749 -2.292 -5.810  0.498
H -5.224 -3.788 -1.706  0.482
H -4.065 -1.041 -3.644  0.305
H -8.883 -5.044 -3.853  0.326
C 7.453 3.149 -2.380  -0.909
C 7.709 3.455 -3.658  0.398
C 7.526 2.450 -4.757  0.895
O 7.753 2.783 -5.903  -0.601
C 7.084 1.108 -4.392  -0.875
C 6.833 0.804 -3.114  0.342
C 6.990 1.816 -2.022  0.772
O 6.730 1.492 -0.875  -0.457
O 6.429 -0.417 -2.744  -0.591
O 8.137 4.665 -4.022  -0.564
H 7.579 3.865 -1.579  0.463
H 6.973 0.387 -5.190  0.424
H 6.319 -0.376 -1.776  0.323
H 8.244 4.627 -4.992  0.356
C -8.552 -6.694 2.195  -0.913
C -8.291 -6.418 0.912  0.459
C -8.530 -7.423 -0.172  0.943
O -8.291 -7.104 -1.320  -0.471
C -9.035 -8.738 0.209  -1.014
C -9.293 -9.017 1.492  0.301
C -9.079 -8.001 2.573  0.995
O -9.346 -8.298 3.722  -0.607
O -9.754 -10.211 1.877  -0.563
O -7.802 -5.232 0.524  -0.536
H -8.385 -5.977 2.986  0.420
H -9.187 -9.461 -0.581  0.430
H -9.858 -10.154 2.846  0.354
H -7.703 -5.292 -0.452  0.346
C -4.381 -6.860 -6.435  -1.059
C -4.415 -7.362 -7.676  0.388
C -4.395 -6.472 -8.882  0.973
O -4.409 -6.977 -9.986  -0.594
C -4.365 -5.029 -8.669  -0.835
C -4.334 -4.529 -7.429  0.367
C -4.327 -5.421 -6.224  1.001
O -4.281 -4.920 -5.111  -0.548
O -4.307 -3.210 -7.203  -0.572
O -4.467 -8.674 -7.904  -0.562
H -4.393 -7.491 -5.557  0.450
H -4.368 -4.397 -9.546  0.440
H -4.285 -3.108 -6.234  0.190
H -4.481 -8.774 -8.876  0.355
C 3.539 6.627 7.603  -1.092
C 3.188 7.919 7.584  0.432
C 3.838 8.894 6.650  0.941
O 3.470 10.053 6.659  -0.603
C 4.893 8.404 5.770  -0.807
C 5.245 7.113 5.792  0.311
C 4.576 6.133 6.707  1.004
O 4.922 4.966 6.673  -0.560
O 6.210 6.630 5.001  -0.603
O 2.244 8.406 8.393  -0.570
H 3.076 5.913 8.270  0.441
H 5.367 9.120 5.114  0.431
H 6.269 5.678 5.209  0.312
H 2.180 9.357 8.181  0.353

Calculated values
Frontier orbital gap (eV): 7.11
Lowest unoccupied orbital energy (hartree): -0.1227
Total charge: +1
HOMO level (eV): -10.4

Entry from the Open Molecules 2025 dataset: the molecule C12H12N2 in a non-equilibrium geometry (ωB97M-V/def2-TZVPD).

Each line ends with the Mulliken charge.
Geometry (Å):
C 1.572 -0.648 -0.281  0.433
C 2.414 -0.027 0.628  -0.820
C 2.076 1.084 1.367  -0.361
C 0.841 1.651 1.323  0.409
C 0.446 2.589 2.395  -0.633
C -1.554 2.763 1.232  -0.239
C -1.269 1.760 0.301  -0.795
C -0.075 1.058 0.326  0.501
C 0.267 0.006 -0.510  0.684
C -0.702 -0.729 -1.595  -1.251
C -1.463 -1.889 -0.998  0.240
C -1.955 -2.879 -1.852  -0.713
H 2.666 -2.830 -0.331  0.274
H 1.203 -2.159 -1.745  0.232
H 3.205 -0.559 1.181  0.229
H 2.955 1.419 1.899  0.378
H 0.836 2.910 3.296  0.444
H -2.538 3.312 1.328  0.347
H -2.007 1.375 -0.379  0.312
H -1.464 0.037 -2.288  0.375
H 0.047 -1.097 -2.438  0.352
H -1.846 -1.793 0.021  0.311
H -2.808 -3.535 -1.404  0.234
H -1.721 -2.895 -3.037  0.224
N 1.720 -2.069 -0.687  -0.534
N -0.846 3.148 2.247  -0.633

Calculated values
Energy relative to the best compared isomer or geometry (same formula, charge and spin) (eV): 6.0910
Frontier orbital gap (eV): 7.75
Lowest unoccupied orbital energy (hartree): -0.0022
Total charge: 0
SMILES string: C=CCc1c(N)ccc2cnccc12
HOMO level (eV): -7.8